[1]
Entry from the OMol25 dataset: a 8-piece molecular cluster, C31H60O16S6 overall in a non-equilibrium geometry (ωB97M-V/def2-TZVPD).

Properties
energy above the lowest of the compared OMol25 structures with the same formula, charge and spin	276.6	kJ/mol
calculated total energy	-4809.9648	a.u.
SMILES	C[C@H]1COC(=O)O1.O=S1(=O)CCCC1.O=S1(=O)CCCC1.O=S1(=O)CCCC1.O=S1(=O)CCCC1.O=S1(=O)CCCC1.O=S1(=O)CCCC1.CC(C)=O
M	881.21	g mol⁻¹

Structure (ORCA input):
```
! RIJCOSX wB97M-V def2-TZVPD def2/J DEFGRID3
* xyz 0 1
C -2.7542 0.2383 6.5020
C -4.0618 -0.3314 6.9875
C -5.0395 -0.5692 5.8312
O -5.3948 -1.9302 5.7837
C -4.5948 -2.5475 6.7639
O -4.7010 -3.7400 7.0665
O -3.8079 -1.6328 7.3521
H -2.2407 -0.3359 5.7309
H -2.0727 0.2409 7.3527
H -2.9717 1.2246 6.0921
H -4.4878 0.1986 7.8394
H -4.4765 -0.3715 4.9190
H -5.9123 0.0588 6.0098
O 6.6593 -0.1233 4.3350
S 5.2402 -0.1847 3.9610
O 4.7298 0.4773 2.7008
C 4.6197 -1.9486 3.9433
C 4.1689 -2.1220 5.4162
C 3.2463 -0.9222 5.7466
C 4.1462 0.3151 5.4048
H 5.3954 -2.5943 3.5316
H 3.8634 -1.8940 3.1603
H 3.6469 -3.0630 5.5901
H 5.0228 -2.1041 6.0935
H 2.9693 -0.8834 6.8001
H 2.3905 -1.0414 5.0822
H 4.7826 0.5386 6.2610
H 3.7257 1.3058 5.2320
O 4.9400 -3.5892 -3.9672
S 4.8998 -4.8954 -3.3194
O 5.3844 -5.1877 -1.9822
C 3.2113 -5.5131 -3.4947
C 3.2820 -6.9974 -3.9476
C 4.4224 -6.9574 -5.0174
C 5.6411 -6.1883 -4.4581
H 2.8113 -4.9478 -4.3364
H 2.6074 -5.3385 -2.6043
H 3.6228 -7.5945 -3.1018
H 2.3796 -7.4593 -4.3481
H 4.1171 -6.5722 -5.9903
H 4.6844 -8.0035 -5.1756
H 6.3242 -5.6529 -5.1175
H 6.2866 -6.8732 -3.9081
O 2.6186 8.1621 -1.5069
S 3.2608 7.3447 -0.4766
O 4.0562 8.0393 0.5423
C 2.0579 6.1161 0.3387
C 2.3723 4.8367 -0.4435
C 3.8580 4.7362 -0.7269
C 4.2453 6.0583 -1.3740
H 1.0639 6.5561 0.4187
H 2.4821 6.0493 1.3405
H 1.9929 3.9676 0.0939
H 1.8452 4.8240 -1.3975
H 4.0816 3.8956 -1.3838
H 4.4197 4.5498 0.1885
H 3.8092 6.1189 -2.3711
H 5.2740 6.3970 -1.4976
O -5.7089 7.0141 -1.3226
S -6.0424 5.8852 -0.5232
O -7.0011 4.9045 -0.9937
C -4.4938 4.9302 -0.1505
C -4.5769 4.7267 1.4114
C -5.0706 6.0718 1.9564
C -6.3393 6.4221 1.2211
H -3.6995 5.6208 -0.4337
H -4.3429 4.0137 -0.7210
H -5.2581 3.9701 1.8006
H -3.5951 4.4933 1.8234
H -4.3255 6.8431 1.7617
H -5.0292 6.1219 3.0445
H -6.7204 7.4424 1.1776
H -7.1795 5.7498 1.3945
O -7.1635 -5.4697 1.5305
S -6.1196 -6.2543 0.9306
O -6.3430 -7.6717 0.5520
C -5.4604 -5.4035 -0.4995
C -3.9677 -5.2300 -0.2429
C -3.7291 -5.0153 1.2014
C -4.5128 -6.0958 1.9594
H -6.0049 -4.4594 -0.4832
H -5.8247 -5.7659 -1.4608
H -3.5139 -6.1355 -0.6458
H -3.5853 -4.4071 -0.8468
H -3.9729 -3.9751 1.4173
H -2.6587 -4.9561 1.3984
H -4.8192 -5.8921 2.9855
H -4.0452 -7.0800 1.9354
O 2.5495 2.3121 -9.7962
S 1.6477 2.3299 -8.6603
O 0.3812 3.0549 -8.8009
C 1.3825 0.7324 -7.9185
C 1.8009 0.7255 -6.4358
C 2.0116 2.2754 -6.0054
C 2.5289 3.0757 -7.2280
H 2.0742 0.0674 -8.4356
H 0.3811 0.3329 -8.0789
H 1.0786 0.2335 -5.7844
H 2.7278 0.1725 -6.2836
H 2.7959 2.3678 -5.2541
H 1.1131 2.6659 -5.5276
H 3.5868 2.8668 -7.3876
H 2.3465 4.1435 -7.3491
C -1.1799 0.6319 0.4999
C -0.0746 -0.4558 0.3744
C 0.8632 -0.3545 -0.8468
O 0.0634 -1.2527 1.2951
H -1.5265 0.7728 1.5236
H -1.9852 0.2839 -0.1469
H -0.7382 1.5674 0.1567
H 1.8202 -0.8657 -0.7429
H 0.9152 0.6907 -1.1518
H 0.3957 -0.9118 -1.6586
*
```

---

[2]
Entry from the OMol25 dataset: a 9-piece molecular cluster, C31H61ClO27S overall in a non-equilibrium geometry (ωB97M-V/def2-TZVPD).

Properties
energy above the lowest of the compared OMol25 structures with the same formula, charge and spin	233.5	kJ/mol
calculated total energy	-4107.6216	a.u.
SMILES	CCSCOC(=O)O[C@@H](Cl)CC.COC(=O)OC.COC(=O)OC.COC(=O)OC.COC(=O)OC.COC(=O)OC.COC(=O)OC.COC(=O)OC.COC(=O)OC
M	933.32	g mol⁻¹

Structure (ORCA input):
```
! RIJCOSX wB97M-V def2-TZVPD def2/J DEFGRID3
* xyz 0 1
C -0.6985 -1.1953 2.5690
C -1.4067 0.0698 1.8827
S -0.5736 1.7054 2.3105
C 0.6010 2.0322 0.8743
O 1.9037 1.5460 1.2996
C 2.7228 1.1672 0.2156
O 3.9669 1.3263 0.3473
O 2.2749 0.5743 -0.9966
C 2.6124 -0.8549 -0.9951
Cl 2.6757 -1.5945 0.6835
C 1.4546 -1.6046 -1.8221
C -0.0262 -1.0911 -1.4883
H -0.2425 -0.9942 3.5914
H -1.4451 -2.0755 2.6137
H 0.1303 -1.5543 1.8512
H -1.4457 -0.0989 0.7572
H -2.4520 0.1542 2.3636
H 0.5680 3.1650 0.6904
H 0.1491 1.4811 -0.0124
H 3.6414 -0.9442 -1.5047
H 1.6250 -1.3998 -2.9420
H 1.4911 -2.7349 -1.6008
H -0.3763 -1.4996 -0.4839
H -0.7143 -1.5284 -2.2955
H -0.1561 0.0400 -1.5273
C -1.8572 7.5004 6.4561
O -0.9102 6.4471 6.6249
C -0.6252 5.7755 5.4952
O -1.0917 5.9909 4.4009
O 0.2705 4.8212 5.7951
C 0.6687 4.0225 4.6815
H -2.0116 7.9722 7.4269
H -1.4754 8.2541 5.7638
H -2.8145 7.1055 6.1086
H 1.1510 4.6380 3.9185
H -0.1877 3.4892 4.2635
H 1.3912 3.2876 5.0378
C 0.5930 11.2806 3.4217
O -0.0690 12.5285 3.6226
C -1.1286 12.4633 4.4447
O -1.5375 11.4713 4.9964
O -1.6536 13.6950 4.5453
C -2.7965 13.7757 5.3954
H 1.4292 11.4529 2.7436
H 0.9865 10.8967 4.3654
H -0.0819 10.5558 2.9612
H -2.5377 13.4908 6.4174
H -3.6061 13.1502 5.0132
H -3.1344 14.8123 5.4010
C -7.7204 5.9971 4.0283
O -6.7329 7.0018 4.2500
C -5.9318 7.2284 3.1953
O -5.9891 6.6679 2.1289
O -5.0567 8.1875 3.5368
C -4.1340 8.5346 2.5057
H -8.3068 5.8992 4.9424
H -8.3911 6.2883 3.2169
H -7.2502 5.0349 3.8143
H -4.6607 8.9269 1.6328
H -3.5205 7.6735 2.2324
H -3.4773 9.3154 2.8910
C 3.8428 -3.2425 -5.7232
O 2.4281 -3.2412 -5.5366
C 1.7509 -3.9587 -6.4482
O 2.2353 -4.5730 -7.3679
O 0.4428 -3.8714 -6.1558
C -0.4057 -4.5909 -7.0485
H 4.2834 -2.6341 -4.9328
H 4.2414 -4.2560 -5.6421
H 4.1050 -2.8001 -6.6866
H -0.1773 -5.6584 -7.0209
H -0.3134 -4.2022 -8.0649
H -1.4352 -4.4502 -6.7182
C 1.4664 -7.5790 -10.0553
O 0.0514 -7.5814 -9.8722
C -0.6236 -8.2995 -10.7844
O -0.1398 -8.9130 -11.7029
O -1.9329 -8.2147 -10.4945
C -2.7774 -8.9364 -11.3893
H 1.9045 -6.9698 -9.2637
H 1.8675 -8.5916 -9.9738
H 1.7298 -7.1352 -11.0177
H -2.5468 -10.0034 -11.3611
H -2.6838 -8.5477 -12.4056
H -3.8076 -8.7970 -11.0601
C -4.7230 -4.5511 4.1632
O -4.2902 -5.8868 3.9121
C -3.2345 -5.9775 3.0869
O -2.6573 -5.0525 2.5702
O -2.9340 -7.2773 2.9375
C -1.8219 -7.5258 2.0786
H -5.5772 -4.5995 4.8391
H -3.9317 -3.9741 4.6468
H -5.0419 -4.0686 3.2367
H -0.9155 -7.0670 2.4793
H -2.0257 -7.1619 1.0692
H -1.6699 -8.6045 2.0313
C 2.4271 -10.7131 4.1170
O 1.5668 -10.6434 2.9810
C 1.9969 -11.3453 1.9198
O 3.0097 -11.9972 1.8647
O 1.1011 -11.1936 0.9302
C 1.4320 -11.8907 -0.2697
H 1.9812 -10.1115 4.9096
H 2.5145 -11.7422 4.4718
H 3.4106 -10.3006 3.8816
H 1.4799 -12.9667 -0.0898
H 2.3758 -11.5252 -0.6800
H 0.6420 -11.6970 -0.9959
C 6.9573 6.3250 -2.9249
O 6.7928 5.8910 -1.5768
C 6.4410 4.5988 -1.4531
O 6.2646 3.8232 -2.3608
O 6.3207 4.3245 -0.1463
C 5.9469 2.9728 0.1385
H 7.2397 7.3781 -2.9035
H 7.7547 5.7631 -3.4162
H 6.0203 6.2294 -3.4779
H 6.7053 2.2785 -0.2311
H 4.9772 2.7466 -0.2905
H 5.8795 2.8655 1.2210
*
```